Record 1
FH4N2P3 | ωB97M-V with the def2-TZVPD basis set

Structure (XYZ):
```
10
Properties=species:S:1:pos:R:3:forces:R:3
N -0.567 0.201 0.010 -0.54 1.62 -1.08
N 2.136 0.810 -0.234 -0.91 0.48 0.20
F 0.705 -3.510 0.270 0.54 0.19 -0.10
P 0.973 -0.212 0.176 2.57 -2.26 -0.17
P -0.857 1.648 -0.814 -0.91 -0.27 0.51
P 0.153 -2.396 1.299 -0.80 -1.21 1.08
H 1.685 1.660 -0.572 0.44 0.68 -0.25
H -2.226 1.432 -0.947 -0.48 0.25 -0.34
H -1.034 2.474 0.309 0.26 0.44 0.09
H -0.969 -2.107 0.502 -0.17 0.07 0.06
```
Forces are in eV/Å.

The multiplicity is 3. For the frontier orbital gap (spin up / spin down), the calculation gives 6.403 / 5.886 eV. Its net charge is 0.

=====

Record 2
FH4N4O3PS | ωB97M-V with the def2-TZVPD basis set

Structure (XYZ):
```
14
Properties=species:S:1:pos:R:3:forces:R:3
N -0.539 1.790 2.340 -1.93 -0.69 -1.98
N -0.592 1.438 1.132 -0.82 1.22 2.16
N -0.265 -0.830 -0.303 0.54 -0.68 -4.03
N 0.126 0.369 -0.972 1.10 1.05 -0.81
O 3.996 0.765 1.086 2.21 0.47 0.42
O 1.788 -0.085 1.125 -1.71 -1.69 0.97
O 2.162 2.139 0.416 -1.79 1.77 -1.10
F 2.881 0.296 -0.934 -0.02 0.18 -0.53
P 0.215 1.889 -0.235 1.00 -1.12 -0.78
S 2.709 0.796 0.556 1.89 -1.23 0.71
H -1.566 1.613 2.653 1.88 0.03 0.22
H -0.647 -0.533 0.517 -0.98 0.28 2.76
H 0.466 -1.526 -0.223 0.21 0.63 0.39
H 0.752 0.284 -1.831 -1.59 -0.22 1.60
```
Forces are in eV/Å.

For the frontier orbital gap (spin up / spin down), the calculation gives 7.726 / 7.726 eV. Its net charge is 0.

=====

Record 3
FHN2O | ωB97M-V with the def2-TZVPD basis set

Structure (XYZ):
```
5
Properties=species:S:1:pos:R:3:forces:R:3
O -2.361 -0.306 -0.060 5.39 -3.89 0.59
N -1.196 -1.361 0.025 -3.20 2.79 -0.57
N -0.110 -0.790 0.094 -0.82 2.34 -0.27
F 1.144 -1.450 -0.055 -2.12 0.73 0.34
H -0.118 0.297 0.101 0.75 -1.97 -0.09
```
Forces are in eV/Å.

For the frontier orbital gap, the calculation gives 9.658 eV. Its net charge is 0. The SMILES is O=NNF. The calculation puts the energy above the lowest of the compared OMol25 structures with the same formula, charge and spin at 115.4 kcal/mol.

=====

Record 4
FHN2O2S | ωB97M-V with the def2-TZVPD basis set

Structure (XYZ):
```
7
Properties=species:S:1:pos:R:3:forces:R:3
N 1.704 0.152 -0.104 0.30 -0.40 0.25
N -1.133 -0.925 -0.574 -0.58 0.33 -0.89
O 2.663 0.771 -0.210 -0.98 0.29 0.10
O 0.484 0.987 0.279 1.78 -0.41 -0.11
F -1.425 -2.261 -0.218 0.63 0.21 0.73
S -0.826 -0.005 0.656 -1.50 2.15 -1.25
H -1.466 1.282 0.170 0.35 -2.17 1.17
```
Forces are in eV/Å.

For the frontier orbital gap (spin up / spin down), the calculation gives 8.948 / 8.949 eV. Its net charge is 0. The calculation puts the energy above the lowest of the compared OMol25 structures with the same formula, charge and spin at 106.0 kcal/mol.

=====

Record 5
FHN2O2S | ωB97M-V with the def2-TZVPD basis set

Structure (XYZ):
```
7
Properties=species:S:1:pos:R:3:forces:R:3
N 1.063 -0.923 -0.045 -2.24 3.03 1.65
N -0.333 0.752 0.494 0.78 -0.43 0.95
O 1.957 -0.948 0.680 2.40 -0.84 1.05
O 0.653 -1.387 -1.011 -0.21 -2.08 -2.70
F 0.552 1.737 0.082 -0.12 0.11 -0.46
S -1.554 0.552 -0.610 -0.16 0.42 -0.52
H -2.338 0.216 0.409 -0.46 -0.21 0.03
```
Forces are in eV/Å.

For the frontier orbital gap (spin up / spin down), the calculation gives 8.557 / 8.743 eV. Its net charge is 0. The calculation puts the energy above the lowest of the compared OMol25 structures with the same formula, charge and spin at 99.5 kcal/mol.

=====

Record 6
FHN2O3 | ωB97M-V with the def2-TZVPD basis set

Structure (XYZ):
```
7
Properties=species:S:1:pos:R:3:forces:R:3
N -0.426 -0.350 0.346 1.03 -0.41 -0.31
N 1.125 -0.102 -0.045 -2.72 0.71 0.69
O 1.609 -1.050 -0.541 0.54 -0.90 -0.42
O 1.504 0.962 0.272 0.59 0.58 0.03
O -1.187 0.561 0.646 0.20 0.09 0.00
F -1.890 1.231 -0.640 0.46 -0.31 0.09
H -0.735 -1.252 -0.038 -0.09 0.23 -0.09
```
Forces are in eV/Å.

For the frontier orbital gap (spin up / spin down), the calculation gives 10.332 / 10.333 eV. Its net charge is 0. The calculation puts the energy above the lowest of the compared OMol25 structures with the same formula, charge and spin at 62.6 kcal/mol.

=====

Record 7
FHNO | ωB97M-V with the def2-TZVPD basis set

Structure (XYZ):
```
4
Properties=species:S:1:pos:R:3:forces:R:3
N 0.507 0.050 -0.049 -0.09 -1.63 -1.78
O -1.046 -1.257 -0.728 1.20 1.10 0.85
F 0.061 1.373 -0.169 -0.30 0.18 0.58
H 0.478 -0.166 0.946 -0.81 0.35 0.35
```
Forces are in eV/Å.

For the frontier orbital gap (spin up / spin down), the calculation gives 7.979 / 8.388 eV. Its net charge is -1. The calculation puts the energy above the lowest of the compared OMol25 structures with the same formula, charge and spin at 83.0 kcal/mol.

=====

Record 8
FIO3S | ωB97M-V with the def2-TZVPD basis set

Structure (XYZ):
```
6
Properties=species:S:1:pos:R:3:forces:R:3
O 0.762 -0.782 -0.091 -0.70 -1.47 0.76
O -1.466 -0.710 -0.832 0.50 0.60 0.82
O -1.048 0.166 1.446 1.02 -0.39 -0.48
F -0.107 1.319 -0.456 -1.05 -0.56 0.33
S -0.596 -0.101 0.125 -1.74 1.17 -1.53
I 2.456 0.107 -0.191 1.98 0.64 0.10
```
Forces are in eV/Å.

For the frontier orbital gap, the calculation gives 8.928 eV. Its net charge is 0. The calculation puts the energy above the lowest of the compared OMol25 structures with the same formula, charge and spin at 5.2 kcal/mol.

=====

no.,E_tot (Eh)
1,-1235.67737
2,-1286.44080
3,-284.97326
4,-758.37293
5,-758.38328
6,-435.40707
7,-230.24904
8,-1021.41245